[1]
DFT (wB97M-V/def2-TZVPD) results for a cluster of 8 separate species, C9H34N10O10 in total.

Properties
SMILES string: NC(N)=O.NC(N)=O.NC(N)=O.NC(N)=O.NC(N)=O.OCCO.OCCO.O
Total energy (eV): -45265.4433
Lowest unoccupied orbital energy (Eh): 0.004
Relative energy (zero: lowest compared OMol25 entry of this formula, charge and spin) (kcal per mole): 0.0

Each line ends with the Löwdin charge.
CARTESIAN COORDINATES (ANGSTROEM)
N -3.32 2.40 0.96  0.160
C -3.06 2.39 -0.40  -0.633
N -4.19 2.56 -1.14  0.156
O -1.92 2.47 -0.84  0.007
H -4.22 2.71 1.25  0.097
H -2.57 2.62 1.60  0.053
H -4.98 2.08 -0.73  0.097
H -4.11 2.55 -2.15  0.109
N -0.76 4.27 1.98  0.165
C -0.18 3.12 2.41  -0.630
N 1.14 2.99 2.14  0.197
O -0.83 2.24 3.00  0.002
H -1.64 4.50 2.39  0.110
H -0.23 5.00 1.53  0.102
H 1.69 2.15 2.18  0.101
H 1.51 3.82 1.72  0.097
N 3.61 -1.42 -0.65  0.154
C 3.85 -2.73 -0.93  -0.674
N 4.26 -3.45 0.16  0.129
O 3.62 -3.28 -2.01  0.012
H 3.59 -1.11 0.31  0.028
H 3.05 -0.87 -1.30  0.046
H 4.77 -2.98 0.88  0.074
H 4.20 -4.45 0.07  0.092
N 4.48 -0.68 3.55  0.164
C 3.25 -0.63 2.99  -0.634
N 2.23 -0.80 3.89  0.173
O 3.02 -0.22 1.84  -0.018
H 5.32 -0.48 3.03  0.111
H 4.50 -1.07 4.47  0.094
H 2.38 -1.28 4.75  0.095
H 1.29 -0.71 3.51  0.079
N -0.06 0.84 -2.47  0.185
C 1.25 0.88 -2.14  -0.646
N 1.64 2.09 -1.60  0.156
O 2.09 0.03 -2.46  0.014
H -0.68 1.56 -2.17  0.058
H -0.35 -0.14 -2.54  0.074
H 2.59 2.00 -1.26  0.100
H 0.98 2.73 -1.20  0.074
O 0.25 -1.63 0.36  -0.061
C -0.86 -0.74 0.40  -0.228
C -1.57 -0.82 1.75  -0.229
O -0.80 -0.44 2.88  -0.095
H 1.08 -1.14 0.34  0.072
H -0.68 0.29 0.09  0.103
H -1.58 -1.14 -0.33  0.090
H -1.85 -1.87 1.89  0.118
H -2.49 -0.23 1.75  0.106
H -0.72 0.54 2.83  0.026
O -2.35 0.07 -4.55  -0.079
C -3.16 -1.05 -4.17  -0.231
C -2.67 -1.52 -2.81  -0.234
O -1.29 -1.86 -2.93  -0.089
H -1.44 -0.25 -4.52  0.070
H -4.22 -0.81 -4.24  0.116
H -2.96 -1.84 -4.90  0.119
H -3.18 -2.44 -2.48  0.123
H -2.82 -0.72 -2.07  0.101
H -1.07 -2.49 -2.22  0.045
O -1.08 -3.88 -0.92  -0.047
H -1.20 -4.55 -0.24  0.055
H -0.53 -3.20 -0.51  0.018



[2]
DFT (wB97M-V/def2-TZVPD) results for a cluster of 9 separate species, C9H36N10O9 in total.

Properties
SMILES string: NC(N)=O.NC(N)=O.NC(N)=O.NC(N)=O.NC(N)=O.CO.CO.CO.CO
Total energy (eV): -43248.5216
Lowest unoccupied orbital energy (Eh): 0.013
Relative energy (zero: lowest compared OMol25 entry of this formula, charge and spin) (kcal per mole): 24.2

Each line ends with the Löwdin charge.
CARTESIAN COORDINATES (ANGSTROEM)
N 0.47 4.61 -1.34  0.148
C 1.44 3.79 -0.71  -0.613
N 2.58 3.69 -1.50  0.175
O 1.26 3.26 0.37  -0.003
H -0.39 4.17 -1.02  0.063
H 0.47 4.43 -2.34  0.054
H 3.41 3.15 -1.14  0.115
H 2.49 3.84 -2.49  0.075
N 2.06 -2.07 -2.95  0.157
C 2.25 -1.34 -1.79  -0.621
N 2.81 -2.11 -0.77  0.164
O 2.00 -0.16 -1.70  0.017
H 1.24 -1.99 -3.54  0.109
H 2.29 -3.06 -2.86  0.098
H 2.35 -3.00 -0.58  0.087
H 2.89 -1.54 0.03  0.073
N -1.90 -2.68 6.19  0.133
C -1.81 -2.21 4.87  -0.670
N -0.56 -2.13 4.44  0.162
O -2.84 -1.93 4.24  0.013
H -2.81 -2.65 6.64  0.100
H -1.21 -3.35 6.44  0.076
H -0.52 -2.20 3.41  0.089
H 0.23 -2.03 5.02  0.100
N -0.13 1.62 -3.43  0.171
C 0.15 2.57 -4.41  -0.623
N -0.49 2.26 -5.60  0.160
O 0.80 3.58 -4.29  0.028
H -0.07 1.80 -2.44  0.077
H -1.01 1.22 -3.67  0.074
H -0.59 3.00 -6.22  0.079
H -1.11 1.49 -5.63  0.088
N 0.46 0.46 0.40  0.175
C -0.25 -0.28 1.31  -0.598
N -1.15 0.43 2.16  0.140
O -0.18 -1.53 1.29  -0.035
H 0.38 1.53 0.44  0.095
H 1.13 0.07 -0.26  0.027
H -0.60 1.30 2.39  0.119
H -1.32 -0.09 3.02  0.062
C -3.06 2.54 -0.54  -0.178
O -2.90 1.44 -1.38  -0.154
H -3.85 3.17 -0.93  0.076
H -3.39 2.24 0.48  0.089
H -2.06 2.99 -0.43  0.057
H -2.93 0.57 -0.87  0.087
C 4.61 1.75 1.04  -0.160
O 4.25 3.10 1.42  -0.127
H 5.61 1.61 0.67  0.068
H 4.49 1.11 1.96  0.090
H 3.94 1.34 0.29  0.052
H 3.30 3.02 1.26  0.031
C -3.21 -2.33 0.01  -0.180
O -3.67 -1.15 0.58  -0.127
H -3.61 -2.30 -0.98  0.070
H -2.14 -2.31 -0.19  0.055
H -3.53 -3.27 0.52  0.094
H -3.24 -1.04 1.46  0.074
C -0.65 -5.01 0.71  -0.154
O -0.10 -4.11 -0.26  -0.148
H 0.20 -5.57 1.18  0.086
H -1.27 -4.60 1.50  0.063
H -1.34 -5.66 0.17  0.080
H 0.31 -3.45 0.31  0.018



[3]
DFT (wB97M-V/def2-TZVPD) results for a cluster of 9 separate species, C9H36N10O9 in total.

Properties
SMILES string: NC(N)=O.NC(N)=O.NC(N)=O.NC(N)=O.NC(N)=O.CO.CO.CO.CO
Total energy (eV): -43248.2234
Lowest unoccupied orbital energy (Eh): 0.017
Relative energy (zero: lowest compared OMol25 entry of this formula, charge and spin) (kcal per mole): 31.0

Each line ends with the Löwdin charge.
CARTESIAN COORDINATES (ANGSTROEM)
N 2.97 -1.03 -5.02  0.127
C 2.25 -1.88 -4.18  -0.630
N 3.08 -2.74 -3.38  0.131
O 1.08 -1.88 -3.96  0.055
H 3.75 -0.60 -4.49  0.110
H 2.46 -0.30 -5.51  0.097
H 3.94 -3.12 -3.73  0.073
H 2.53 -3.47 -2.88  0.095
N -1.36 4.03 0.45  0.141
C -0.37 3.04 0.69  -0.639
N -0.71 2.17 1.63  0.165
O 0.68 3.01 -0.01  -0.041
H -1.03 4.79 -0.16  0.104
H -2.29 4.04 0.83  0.070
H -1.72 1.93 1.66  0.112
H -0.10 1.39 1.86  0.048
N 1.62 -1.91 2.98  0.181
C 0.85 -0.85 3.47  -0.538
N 1.01 -0.57 4.81  0.150
O 0.06 -0.13 2.78  -0.081
H 1.50 -2.27 2.02  0.075
H 2.02 -2.53 3.65  0.082
H 0.80 0.30 5.30  0.113
H 1.67 -1.14 5.30  0.086
N -2.49 -2.25 3.47  0.151
C -2.68 -2.60 2.18  -0.707
N -2.06 -1.67 1.39  0.150
O -3.45 -3.43 1.74  0.035
H -3.14 -2.50 4.18  0.090
H -1.99 -1.40 3.64  0.070
H -1.40 -0.98 1.77  0.064
H -2.02 -2.02 0.44  0.096
N -1.17 1.87 -2.14  0.168
C -2.13 2.79 -2.60  -0.637
N -1.99 3.85 -3.41  0.161
O -3.27 2.47 -2.30  -0.014
H -0.23 2.09 -1.96  0.046
H -1.51 1.38 -1.32  0.088
H -1.22 4.46 -3.69  0.110
H -2.92 4.21 -3.65  0.123
C 0.77 -0.27 -1.03  -0.065
O 0.09 -1.60 -1.18  -0.148
H 0.05 0.42 -0.68  0.011
H 1.63 -0.28 -0.32  0.087
H 1.11 0.20 -1.96  0.085
H 0.03 -1.81 -2.14  0.069
C 3.79 2.23 0.60  -0.124
O 3.97 0.91 -0.03  -0.155
H 3.57 2.99 -0.17  0.080
H 2.99 2.22 1.34  0.062
H 4.70 2.52 1.06  0.050
H 4.61 0.38 0.48  0.076
C -5.05 1.47 0.60  -0.122
O -3.92 2.38 0.50  -0.172
H -4.91 0.64 1.35  0.085
H -5.96 2.00 0.88  0.061
H -5.26 0.99 -0.38  0.083
H -3.78 2.57 -0.43  0.015
C 1.94 -4.46 -0.03  -0.136
O 1.58 -3.14 0.33  -0.189
H 2.37 -4.92 0.84  0.070
H 1.03 -4.96 -0.41  0.097
H 2.71 -4.34 -0.85  0.072
H 0.91 -2.69 -0.24  0.028



[4]
DFT (wB97M-V/def2-TZVPD) results for a cluster of 9 separate species, C9H36N18O9 in total.

Properties
SMILES string: NC(N)=O.NC(N)=O.NC(N)=O.NC(N)=O.NC(N)=O.NC(N)=O.NC(N)=O.NC(N)=O.NC(N)=O
Total energy (eV): -55176.5126
Lowest unoccupied orbital energy (Eh): 0.015
Relative energy (zero: lowest compared OMol25 entry of this formula, charge and spin) (kcal per mole): 14.3

Each line ends with the Löwdin charge.
CARTESIAN COORDINATES (ANGSTROEM)
N 4.33 0.31 -1.61  0.183
C 4.44 0.77 -0.35  -0.655
N 5.61 1.42 -0.07  0.156
O 3.51 0.71 0.45  -0.010
H 3.46 -0.19 -1.78  0.062
H 5.09 0.23 -2.26  0.103
H 5.65 1.87 0.83  0.101
H 6.42 1.42 -0.65  0.093
N -4.39 -1.97 -3.08  0.154
C -3.24 -1.55 -2.48  -0.654
N -3.27 -0.28 -2.00  0.163
O -2.24 -2.26 -2.39  0.003
H -5.11 -1.31 -3.31  0.091
H -4.48 -2.93 -3.32  0.102
H -4.14 0.21 -2.06  0.091
H -2.47 0.12 -1.52  0.036
N 0.11 0.59 6.17  0.146
C 0.48 -0.48 5.39  -0.691
N 0.52 -0.19 4.06  0.149
O 0.75 -1.58 5.83  0.019
H -0.16 1.43 5.69  0.089
H 0.13 0.51 7.16  0.100
H 0.24 0.69 3.66  0.094
H 1.08 -0.78 3.48  0.080
N -5.05 -0.65 3.20  0.144
C -4.38 -0.23 2.08  -0.678
N -3.02 -0.30 2.19  0.157
O -4.92 0.25 1.10  0.010
H -4.53 -1.17 3.87  0.088
H -6.04 -0.56 3.32  0.099
H -2.58 -0.51 3.07  0.081
H -2.45 0.07 1.44  0.058
N -3.11 2.90 -2.08  0.168
C -2.46 4.04 -1.72  -0.667
N -3.09 5.22 -1.96  0.161
O -1.36 3.97 -1.19  0.005
H -2.55 2.10 -1.85  0.069
H -4.08 2.85 -2.33  0.097
H -3.94 5.23 -2.49  0.096
H -2.71 6.02 -1.49  0.108
N 3.19 -4.91 2.87  0.151
C 2.04 -4.79 2.16  -0.687
N 1.03 -4.18 2.86  0.149
O 1.92 -5.06 0.98  0.025
H 3.27 -4.81 3.86  0.096
H 3.99 -5.17 2.31  0.104
H 0.17 -3.99 2.37  0.089
H 1.15 -3.85 3.80  0.083
N 1.20 2.99 -2.76  0.155
C 2.46 3.46 -3.00  -0.685
N 2.98 3.20 -4.23  0.147
O 3.11 4.12 -2.20  0.019
H 0.66 3.41 -2.02  0.065
H 0.67 2.86 -3.62  0.096
H 2.45 2.74 -4.94  0.090
H 3.92 3.52 -4.37  0.101
N 0.30 -1.04 0.96  0.178
C -0.20 0.01 0.23  -0.646
N 0.72 0.97 0.03  0.198
O -1.36 0.05 -0.18  -0.037
H -0.31 -1.81 1.15  0.098
H 1.30 -1.14 0.83  0.102
H 1.62 0.92 0.49  0.060
H 0.52 1.76 -0.55  0.080
N 0.80 -2.97 -1.78  0.172
C 1.40 -1.92 -2.43  -0.662
N 0.58 -0.85 -2.63  0.173
O 2.61 -1.90 -2.68  -0.011
H -0.20 -2.99 -1.91  0.066
H 1.36 -3.74 -1.46  0.093
H 1.00 0.04 -2.82  0.084
H -0.37 -0.95 -2.31  0.056



[5]
DFT (wB97M-V/def2-TZVPD) results for a cluster of 9 separate species, C9H36N18O9 in total.

Properties
SMILES string: NC(N)=O.NC(N)=O.NC(N)=O.NC(N)=O.NC(N)=O.NC(N)=O.NC(N)=O.NC(N)=O.NC(N)=O
Total energy (eV): -55167.6795
Lowest unoccupied orbital energy (Eh): -0.005
Relative energy (zero: lowest compared OMol25 entry of this formula, charge and spin) (kcal per mole): 218.0

Each line ends with the Löwdin charge.
CARTESIAN COORDINATES (ANGSTROEM)
N 0.23 1.51 7.49  0.172
C 0.84 1.83 6.52  -0.796
N 0.28 2.96 6.11  0.141
O 1.62 1.20 5.74  -0.024
H -0.24 2.21 8.05  0.139
H 0.07 0.52 7.58  0.154
H 0.51 3.50 5.28  0.117
H -0.55 3.16 6.65  0.096
N -3.09 6.85 -0.83  0.158
C -3.24 7.32 -2.02  -0.790
N -4.53 7.46 -2.29  0.142
O -2.39 7.92 -2.63  0.045
H -3.88 6.42 -0.35  0.111
H -2.15 6.53 -0.67  0.123
H -5.01 8.15 -2.84  0.116
H -5.23 6.96 -1.75  0.094
N 0.95 -6.39 4.34  0.157
C 0.90 -6.22 5.62  -0.777
N -0.28 -5.71 5.96  0.143
O 1.84 -6.31 6.39  0.034
H 1.75 -6.74 3.83  0.126
H 0.12 -6.15 3.82  0.103
H -0.80 -5.37 5.17  0.096
H -0.38 -5.35 6.90  0.117
N -5.87 -0.08 -8.46  0.161
C -6.02 -0.90 -7.47  -0.789
N -5.09 -1.85 -7.47  0.141
O -6.95 -0.91 -6.69  0.036
H -5.20 -0.20 -9.21  0.117
H -6.38 0.75 -8.22  0.126
H -4.99 -2.55 -6.74  0.110
H -4.57 -2.07 -8.31  0.098
N 8.75 -1.90 -0.29  0.166
C 8.56 -1.88 0.97  -0.822
N 7.45 -1.32 1.27  0.156
O 9.34 -2.38 1.80  0.006
H 8.04 -1.46 -0.86  0.119
H 9.68 -2.20 -0.54  0.130
H 6.65 -1.51 0.70  0.119
H 7.33 -1.25 2.27  0.126
N 0.39 1.96 -6.51  0.160
C 0.79 3.11 -6.91  -0.799
N 1.04 3.94 -5.95  0.161
O 0.82 3.42 -8.11  0.008
H 0.38 1.80 -5.52  0.111
H 0.11 1.28 -7.20  0.124
H 1.24 3.68 -4.99  0.112
H 1.19 4.90 -6.23  0.122
N 5.59 5.24 4.53  0.183
C 5.00 5.80 3.56  -0.853
N 4.25 5.03 2.84  0.154
O 4.99 6.97 3.24  0.032
H 5.20 4.43 4.98  0.125
H 6.04 5.99 5.03  0.130
H 4.17 4.05 3.07  0.107
H 3.78 5.40 2.03  0.123
N -1.31 -1.20 -1.21  0.165
C -0.36 -0.65 -0.53  -0.828
N 0.05 -1.44 0.41  0.153
O 0.03 0.47 -0.64  0.045
H -1.60 -2.16 -1.10  0.116
H -1.85 -0.62 -1.83  0.123
H -0.37 -2.33 0.66  0.107
H 0.62 -1.11 1.18  0.120
N -5.30 -7.52 0.93  0.143
C -4.31 -7.49 0.07  -0.765
N -4.58 -8.38 -0.85  0.147
O -3.52 -6.56 -0.02  0.019
H -5.30 -6.90 1.72  0.117
H -5.90 -8.33 1.06  0.109
H -3.95 -8.40 -1.64  0.118
H -5.43 -8.93 -0.89  0.112



[6]
DFT (wB97M-V/def2-TZVPD) results for a structure of composition C9H36N18O9Pb.

Properties
Total energy (eV): -60410.7128
Lowest unoccupied orbital energy (Eh): -0.149
Relative energy (zero: lowest compared OMol25 entry of this formula, charge and spin) (kcal per mole): 81.4
Charge: +2

Each line ends with the Löwdin charge.
CARTESIAN COORDINATES (ANGSTROEM)
Pb -5.67 18.53 5.51  1.644
C -4.56 21.60 4.39  -0.614
O -4.39 20.37 4.72  -0.172
N -4.29 22.66 5.17  0.179
N -5.03 22.00 3.24  0.207
H -4.24 23.62 4.85  0.122
H -4.13 22.49 6.15  0.098
H -5.32 21.40 2.49  0.125
H -5.24 22.99 3.16  0.126
C -4.32 19.02 8.75  -0.793
O -4.45 19.27 7.60  -0.035
N -3.76 19.77 9.62  0.194
N -4.70 17.93 9.32  0.205
H -3.65 19.45 10.58  0.129
H -3.68 20.73 9.33  0.124
H -4.56 17.77 10.31  0.126
H -5.15 17.24 8.74  0.089
C -4.46 15.31 6.53  -0.757
O -5.07 16.31 6.59  -0.051
N -3.32 15.20 5.86  0.184
N -4.76 14.11 6.95  0.180
H -2.86 14.31 5.73  0.115
H -2.91 16.02 5.45  0.081
H -5.72 14.10 7.25  0.110
H -4.31 13.33 6.49  0.124
C -8.19 17.41 8.01  -0.712
O -7.31 17.64 7.21  -0.084
N -8.10 16.66 9.07  0.196
N -9.43 17.94 7.86  0.178
H -7.28 16.09 9.20  0.122
H -8.99 16.52 9.54  0.121
H -9.51 18.67 7.16  0.103
H -10.20 17.70 8.47  0.110
C -1.75 18.76 5.81  -0.730
O -2.74 18.08 5.55  -0.059
N -1.69 20.02 6.16  0.205
N -0.56 18.22 5.80  0.190
H -0.84 20.56 6.27  0.132
H -2.62 20.35 6.34  0.084
H 0.25 18.73 6.10  0.122
H -0.43 17.23 5.63  0.130
C -7.75 15.84 4.35  -0.714
O -7.60 17.04 4.57  -0.078
N -7.84 15.36 3.13  0.191
N -7.77 14.92 5.26  0.195
H -8.03 14.38 2.98  0.116
H -7.72 15.96 2.32  0.118
H -7.86 15.28 6.20  0.106
H -8.19 14.01 5.11  0.127
C -3.92 18.00 2.43  -0.732
O -4.76 17.41 3.15  -0.063
N -2.71 18.32 2.75  0.206
N -4.24 18.31 1.19  0.174
H -2.35 19.08 2.20  0.123
H -2.46 18.30 3.73  0.068
H -5.10 18.02 0.75  0.110
H -3.62 18.88 0.63  0.115
C -7.20 21.44 7.12  -0.739
O -6.69 20.62 6.39  -0.069
N -8.50 21.64 7.12  0.191
N -6.54 22.31 7.79  0.206
H -8.97 22.34 7.69  0.126
H -8.95 20.90 6.60  0.108
H -7.00 23.10 8.21  0.133
H -5.53 22.20 7.83  0.112
C -7.81 19.87 2.82  -0.760
O -6.96 19.57 3.61  -0.068
N -7.87 19.45 1.60  0.206
N -8.64 20.88 3.07  0.185
H -7.18 18.75 1.38  0.111
H -8.75 19.60 1.14  0.128
H -8.78 21.16 4.03  0.105
H -9.36 21.15 2.42  0.114